Molecular formula: C46H113N13O10
Method: DFT, ωB97M-V with the def2-TZVPD basis set

E_HOMO, hartree: -0.303
SMILES: CC1(C)CCCC(C)(C)N1O.CC1(C)CCCC(C)(C)N1O.CC1(C)CCCC(C)(C)N1O.COC[C@H](C)N.COC[C@H](C)N.COC[C@H](C)N.COC[C@H](C)N.NC(N)=O.NC(N)=O.NC(N)=O
Gap between HOMO and LUMO, eV: 8.8
ΔE to the lowest compared entry with this formula, charge and spin, kcal per mole: 75.6
LUMO, eV: 0.606

Geometry (Å):
C 3.587 -3.594 1.606
C 4.273 -2.542 0.725
C 3.116 -1.619 0.251
C 5.355 -1.761 1.407
C 6.750 -2.405 1.435
C 7.168 -2.796 0.044
C 6.130 -3.613 -0.658
C 6.425 -3.685 -2.153
C 6.155 -5.035 0.075
N 4.824 -2.994 -0.541
O 3.842 -3.657 -1.312
H 3.120 -3.058 2.471
H 2.806 -4.202 1.019
H 4.355 -4.346 1.901
H 3.162 -1.357 -0.826
H 2.142 -2.156 0.232
H 2.829 -0.718 0.809
H 5.421 -0.714 1.013
H 4.981 -1.634 2.446
H 7.359 -1.602 1.826
H 6.732 -3.293 2.039
H 8.041 -3.436 0.064
H 7.366 -1.857 -0.578
H 6.334 -2.739 -2.682
H 5.715 -4.347 -2.573
H 7.379 -4.184 -2.261
H 6.995 -5.540 -0.340
H 5.239 -5.647 0.148
H 6.419 -5.012 1.170
H 3.572 -4.468 -0.866
C -4.033 -2.489 0.525
C -5.537 -1.896 0.570
C -6.445 -2.643 -0.364
C -6.128 -2.016 1.990
C -5.479 -1.097 3.004
C -5.659 0.316 2.530
C -4.999 0.582 1.147
C -5.547 1.919 0.706
C -3.470 0.518 1.367
N -5.574 -0.437 0.217
O -4.938 -0.335 -1.100
H -3.502 -2.269 -0.428
H -3.436 -2.071 1.335
H -4.076 -3.568 0.565
H -6.234 -2.380 -1.412
H -6.160 -3.723 -0.300
H -7.538 -2.441 -0.188
H -7.120 -1.653 1.929
H -6.174 -3.031 2.388
H -6.005 -1.276 3.931
H -4.458 -1.331 3.131
H -5.294 1.016 3.258
H -6.711 0.588 2.492
H -5.673 2.573 1.580
H -6.513 1.842 0.184
H -4.879 2.366 -0.008
H -3.120 -0.175 2.159
H -2.997 1.524 1.616
H -2.977 0.156 0.457
H -5.520 0.335 -1.495
C 2.430 -3.622 -3.984
C 1.697 -2.338 -4.368
C 2.662 -1.203 -4.051
C 1.543 -2.527 -5.929
C 0.258 -3.253 -6.306
C -0.988 -2.845 -5.441
C -0.728 -2.846 -3.943
C -1.844 -2.187 -3.223
C -0.741 -4.352 -3.415
N 0.469 -2.020 -3.665
O 0.713 -1.910 -2.284
H 3.474 -3.651 -4.346
H 2.544 -3.598 -2.915
H 1.891 -4.494 -4.363
H 3.084 -1.166 -3.060
H 3.562 -1.280 -4.682
H 2.144 -0.276 -4.247
H 1.480 -1.512 -6.320
H 2.443 -2.910 -6.317
H -0.019 -3.101 -7.335
H 0.402 -4.350 -6.261
H -1.712 -3.657 -5.525
H -1.427 -1.910 -5.668
H -2.825 -2.533 -3.626
H -1.720 -1.141 -3.469
H -1.949 -2.249 -2.168
H -0.199 -4.942 -4.115
H -1.798 -4.556 -3.339
H -0.325 -4.393 -2.416
H 1.171 -2.720 -2.076
C -3.670 1.154 -3.670
O -5.032 1.593 -3.582
C -5.337 2.459 -4.718
C -6.812 2.680 -5.048
C -6.986 2.947 -6.523
N -7.393 3.750 -4.208
H -2.933 1.953 -3.801
H -3.644 0.467 -4.500
H -3.551 0.681 -2.730
H -4.796 3.388 -4.578
H -4.831 1.999 -5.552
H -7.382 1.804 -4.691
H -6.801 2.082 -7.187
H -6.337 3.800 -6.739
H -8.048 3.226 -6.680
H -6.839 4.608 -4.192
H -7.554 3.385 -3.279
C -1.524 -2.015 4.004
O -0.300 -1.623 3.332
C -0.178 -0.269 3.601
C 1.241 0.106 3.134
C 2.228 -0.490 4.110
N 1.381 1.532 2.963
H -2.228 -1.196 4.180
H -1.113 -2.310 4.937
H -2.053 -2.852 3.549
H -0.983 0.312 3.111
H -0.189 0.062 4.638
H 1.309 -0.438 2.179
H 1.993 -0.162 5.140
H 3.212 -0.185 3.879
H 2.277 -1.602 4.076
H 0.634 1.956 2.429
H 2.230 1.743 2.485
C 5.791 5.417 3.079
O 5.122 4.288 2.467
C 3.732 4.454 2.488
C 3.194 5.613 1.679
C 1.725 5.824 1.994
N 3.509 5.424 0.217
H 5.563 6.294 2.463
H 6.845 5.148 3.018
H 5.434 5.502 4.102
H 3.375 3.554 1.943
H 3.218 4.434 3.471
H 3.751 6.522 1.929
H 1.365 6.682 1.393
H 1.474 6.133 3.029
H 1.028 4.969 1.771
H 3.318 4.441 0.045
H 2.883 5.863 -0.384
C -1.738 5.125 2.154
O -1.348 4.402 3.355
C -1.581 5.060 4.554
C -0.830 4.265 5.652
C -1.272 2.763 5.608
N -1.128 4.868 6.927
H -1.278 6.102 2.153
H -2.847 5.106 2.067
H -1.394 4.471 1.400
H -0.999 6.068 4.573
H -2.614 5.236 4.847
H 0.252 4.285 5.508
H -1.235 2.368 4.593
H -2.263 2.638 6.026
H -0.546 2.296 6.281
H -0.723 4.292 7.638
H -0.742 5.800 6.909
N -0.017 -4.141 2.028
C 0.092 -3.699 0.759
N -0.452 -2.488 0.555
O 0.724 -4.325 -0.099
H -0.366 -3.556 2.790
H 0.623 -4.903 2.276
H -0.589 -2.025 -0.324
H -0.723 -1.886 1.304
N 5.433 2.368 -0.028
C 4.267 1.766 -0.375
N 4.243 1.174 -1.591
O 3.306 1.842 0.335
H 6.101 2.603 -0.753
H 5.331 2.964 0.745
H 4.857 1.548 -2.299
H 3.454 0.590 -1.774
N 0.756 1.002 -0.572
C -0.325 1.752 -0.684
N -1.318 1.278 -1.518
O -0.435 2.808 -0.068
H 0.796 0.095 -0.989
H 1.490 1.383 0.045
H -1.999 1.937 -1.877
H -1.370 0.310 -1.725

---

Molecular formula: C3H10N2OS
Method: DFT, ωB97M-V with the def2-TZVPD basis set

2S+1: 3
E_HOMO (spin up / spin down), hartree: -0.265 / -0.316
Gap between HOMO and LUMO (spin up / spin down), eV: 7.9 / 8.4
ΔE to the lowest compared entry with this formula, charge and spin, kcal per mole: 0.0
LUMO (spin up / spin down), eV: 0.732 / -0.208
<S²>: 2.006

Geometry (Å):
C -2.242 0.843 0.050
C 0.017 -0.809 -1.269
C -0.985 0.696 0.907
N 2.433 0.755 0.257
N 3.286 -0.120 0.379
O -0.960 -1.958 0.734
S -0.060 -0.812 0.548
H -3.052 1.034 0.761
H -2.163 1.730 -0.621
H -2.253 -0.129 -0.527
H 0.845 -0.155 -1.613
H 0.183 -1.825 -1.553
H -0.880 -0.515 -1.637
H -1.154 0.802 1.954
H -0.340 1.459 0.766
H 4.289 0.177 0.254
H 3.035 -1.176 0.611

---

Molecular formula: C4H7NO3
Method: DFT, ωB97M-V with the def2-TZVPD basis set

E_HOMO, hartree: 0.025
SMILES: N[C@@H](C[O-])CC(=O)[O-]
Gap between HOMO and LUMO, eV: 6.4
ΔE to the lowest compared entry with this formula, charge and spin, kcal per mole: 24.7
Total charge: -2
LUMO, eV: 7.106

Geometry (Å):
N -1.141 0.880 -0.892
C -0.739 -0.221 0.052
C -1.497 -1.604 -0.313
O -1.976 -1.552 -1.527
C 0.770 -0.396 0.031
C 1.400 0.744 0.835
O 1.211 1.903 0.364
O 2.272 0.478 1.718
H -0.358 1.484 -0.988
H -1.568 0.454 -1.798
H -1.028 0.066 1.017
H -0.765 -2.430 -0.146
H -2.307 -1.802 0.477
H 1.166 -1.285 0.539
H 1.188 -0.421 -0.929

---

Molecular formula: C24H57AsGeNPdSi5
Method: DFT, ωB97M-V with the def2-TZVPD basis set

E_HOMO, hartree: -0.143
Gap between HOMO and LUMO, eV: 6.5
ΔE to the lowest compared entry with this formula, charge and spin, kcal per mole: 17.3
Total charge: -1
LUMO, eV: 2.649

Geometry (Å):
Pd 0.043 -0.184 0.167
C 3.667 0.820 -2.533
Si 2.081 0.222 -1.669
C 0.991 -0.485 -3.039
C 2.713 -1.286 -0.717
C 1.229 1.454 -0.542
Si 1.942 1.816 1.152
C 1.416 3.527 1.784
C 1.371 0.867 2.694
C 3.829 1.685 1.129
Si 0.950 3.045 -1.460
C 0.557 2.861 -3.294
C 2.526 4.108 -1.472
C -0.433 4.290 -0.963
C -0.151 5.555 -0.441
C -1.169 6.472 -0.237
C -2.464 6.112 -0.565
C -2.668 4.848 -1.100
N -1.694 3.970 -1.306
H 3.887 0.135 -3.359
H 4.513 0.791 -1.842
H 3.610 1.824 -2.952
H 1.553 -1.274 -3.549
H 0.673 0.239 -3.787
H 0.095 -0.936 -2.606
H 3.342 -1.862 -1.404
H 1.939 -1.958 -0.334
H 3.345 -0.979 0.117
H 0.338 3.520 1.966
H 1.636 4.377 1.147
H 1.908 3.699 2.746
H 0.287 0.950 2.801
H 1.832 1.382 3.546
H 1.622 -0.183 2.775
H 4.252 2.099 0.212
H 4.115 0.630 1.181
H 4.286 2.192 1.983
H 1.312 2.275 -3.818
H 0.538 3.861 -3.736
H -0.420 2.403 -3.458
H 3.304 3.604 -2.046
H 2.950 4.326 -0.492
H 2.325 5.056 -1.979
H 0.866 5.822 -0.189
H -0.953 7.452 0.173
H -3.296 6.788 -0.421
H -3.666 4.525 -1.380
C -2.992 -0.814 -2.006
Ge -3.237 0.206 -0.352
C -4.131 -0.775 1.090
C -4.468 1.687 -0.799
C -1.545 1.033 0.113
H -3.906 -1.317 -2.324
H -2.205 -1.555 -1.870
H -2.676 -0.123 -2.790
H -5.096 -1.149 0.742
H -3.530 -1.600 1.468
H -4.310 -0.088 1.920
H -5.450 1.307 -1.086
H -4.059 2.273 -1.623
H -4.591 2.348 0.062
H -1.589 1.534 1.087
H -1.409 1.802 -0.639
C -3.267 -3.863 -0.590
Si -1.625 -4.184 0.289
C -2.098 -5.445 1.621
C -0.564 -5.020 -1.034
As -0.728 -2.317 1.348
Si 1.029 -3.465 2.415
C 0.489 -3.684 4.211
C 1.496 -5.190 1.780
C 2.750 -2.656 2.478
H -3.812 -4.810 -0.655
H -3.123 -3.491 -1.603
H -3.897 -3.151 -0.057
H -2.436 -6.381 1.166
H -2.925 -5.032 2.204
H -1.295 -5.674 2.322
H -0.996 -5.984 -1.322
H 0.461 -5.187 -0.709
H -0.531 -4.383 -1.921
H -0.483 -4.179 4.259
H 0.375 -2.702 4.678
H 1.213 -4.266 4.790
H 0.662 -5.868 1.609
H 2.160 -5.649 2.520
H 2.054 -5.103 0.846
H 2.765 -1.591 2.273
H 3.396 -3.135 1.740
H 3.191 -2.810 3.467

---

Molecular formula: C15H24NSn
Method: DFT, ωB97M-V with the def2-TZVPD basis set

E_HOMO, hartree: -0.121
Gap between HOMO and LUMO, eV: 6.4
Total charge: -1
LUMO, eV: 3.093

Geometry (Å):
Sn -0.528 -0.130 1.201
C 0.546 2.332 1.984
C 1.762 2.438 1.325
C 2.634 1.431 1.830
C 1.959 0.700 2.790
C 0.623 1.206 2.884
H -0.303 2.993 1.891
H 2.007 3.152 0.550
H 3.650 1.264 1.502
H 2.351 -0.130 3.360
H -0.048 1.028 3.715
C -3.579 1.598 -1.655
C -2.243 0.982 -1.233
C -1.104 1.629 -2.018
C -2.018 1.161 0.268
H -3.718 1.540 -2.739
H -3.620 2.651 -1.361
H -4.412 1.080 -1.177
H -2.280 -0.086 -1.471
H -1.084 2.707 -1.824
H -1.220 1.477 -3.094
H -0.134 1.230 -1.719
H -2.928 0.961 0.838
H -1.720 2.192 0.465
C 0.370 -1.855 -1.976
C 1.121 -2.124 -0.671
C 1.555 -3.601 -0.671
C 2.384 -1.252 -0.623
C 0.185 -1.970 0.530
H 1.010 -2.030 -2.849
H 0.023 -0.822 -2.014
H -0.506 -2.504 -2.043
H 2.118 -3.845 -1.579
H 0.676 -4.247 -0.620
H 2.185 -3.816 0.196
H 3.064 -1.481 -1.456
H 2.919 -1.405 0.316
H 2.118 -0.193 -0.673
H 0.711 -2.326 1.430
N -2.623 -1.113 3.623
C -1.902 -0.822 2.768

---

Molecular formula: C4H11N2O
Method: DFT, ωB97M-V with the def2-TZVPD basis set

E_HOMO, hartree: -0.084
Gap between HOMO and LUMO, eV: 5.3
ΔE to the lowest compared entry with this formula, charge and spin, kcal per mole: 140.3
Total charge: -1
LUMO, eV: 3.046

Geometry (Å):
C -0.080 -0.704 0.588
N -1.423 -0.680 0.049
C -2.296 0.469 0.445
O -3.123 0.773 -0.546
C 0.907 0.412 0.117
N 2.212 0.170 0.636
C 3.267 -0.350 -1.018
H 0.381 -1.667 0.352
H -0.072 -0.657 1.681
H -1.525 -0.612 -0.961
H -1.583 1.307 0.782
H -2.783 0.208 1.426
H 0.502 1.401 0.388
H 0.740 0.452 -0.981
H 3.279 -0.006 0.161
H 3.485 0.489 -1.669
H 2.385 -0.837 -1.421
H 4.005 -1.142 -0.926

---

Molecular formula: C17H19BCrN6O3
Method: DFT, ωB97M-V with the def2-TZVPD basis set

2S+1: 5
E_HOMO (spin up / spin down), hartree: -0.271 / -0.271
Gap between HOMO and LUMO (spin up / spin down), eV: 7.3 / 7.5
LUMO (spin up / spin down), eV: -0.052 / 0.120
<S²>: 6.016

Geometry (Å):
H 0.481 2.895 0.026
N 0.162 1.454 -1.485
B -0.038 0.096 -3.632
N 0.275 1.422 -2.864
C 0.729 2.610 -3.269
Cr -0.311 -0.157 -0.635
H 0.885 2.793 -4.316
C 0.899 3.431 -2.143
H 1.246 4.436 -2.124
C 0.519 2.671 -1.036
H 0.084 0.221 -4.808
C -0.927 -1.515 1.288
H -0.923 -1.639 2.377
H 0.022 -1.957 0.917
H -1.786 -1.995 0.793
N -1.486 -0.310 -3.234
N 0.918 -0.979 -3.044
N -1.784 -0.500 -1.894
N 0.959 -1.156 -1.673
C -2.601 -0.482 -3.952
C 1.871 -1.736 -3.594
H -2.563 -0.361 -5.024
H 2.003 -1.750 -4.661
C -3.639 -0.810 -3.086
C 2.548 -2.416 -2.576
C -3.097 -0.821 -1.802
C 1.958 -2.017 -1.370
H -4.659 -1.014 -3.360
H 3.351 -3.107 -2.685
H -3.568 -1.034 -0.848
H 2.196 -2.261 -0.340
H -1.015 -0.399 1.196
O 0.242 2.277 2.812
C 0.198 1.363 3.773
C -0.704 1.495 4.861
C -0.726 0.534 5.864
C 0.174 -0.539 5.841
C 1.081 -0.664 4.783
C 1.078 0.234 3.716
C 1.792 -0.064 2.416
O 2.280 -1.194 2.234
O 1.757 0.892 1.529
H 0.986 1.841 2.117
H -1.372 2.356 4.870
H -1.454 0.624 6.669
H 0.155 -1.289 6.634
H 1.805 -1.480 4.738

---

Molecular formula: C22H22BF2MnN4O2
Method: DFT, ωB97M-V with the def2-TZVPD basis set

2S+1: 6
E_HOMO (spin up / spin down), hartree: -0.089 / -0.095
Gap between HOMO and LUMO (spin up / spin down), eV: 5.2 / 5.2
ΔE to the lowest compared entry with this formula, charge and spin, kcal per mole: 0.0
Total charge: -1
LUMO (spin up / spin down), eV: 2.790 / 2.640
<S²>: 8.772

Geometry (Å):
Mn -0.018 0.573 -0.858
O 2.117 -4.731 -0.919
C 0.976 -5.103 -0.311
C 0.828 -6.438 0.040
C -0.327 -6.884 0.663
C -1.355 -5.994 0.935
C -1.212 -4.659 0.589
C -0.054 -4.178 -0.025
C 0.096 -2.770 -0.369
O -0.952 -1.913 -0.004
N 1.051 -2.328 -1.112
N 1.119 -1.041 -1.424
C 2.109 -0.693 -2.349
C 2.084 0.569 -2.830
C 3.031 1.081 -3.807
C 2.946 2.342 -4.266
C 1.908 3.215 -3.788
C 1.047 2.704 -2.868
N 1.083 1.448 -2.362
H 2.026 -3.773 -1.147
H 1.643 -7.112 -0.191
H -0.424 -7.930 0.930
H -2.268 -6.328 1.412
H -2.033 -3.981 0.785
H 2.820 -1.444 -2.670
H 3.808 0.409 -4.153
H 3.664 2.700 -4.996
H 1.805 4.233 -4.132
H 0.250 3.331 -2.476
C -1.852 3.546 -0.525
N -2.703 3.317 0.627
C -2.673 4.445 1.531
C -2.433 2.030 1.277
C -1.057 1.857 1.884
C -0.857 2.259 3.204
C 0.387 2.139 3.807
C 1.442 1.605 3.083
C 1.235 1.190 1.773
C -0.009 1.302 1.132
H -2.197 4.432 -1.065
H -1.922 2.692 -1.206
H -0.791 3.681 -0.271
H -2.975 5.343 0.990
H -1.680 4.631 1.969
H -3.380 4.282 2.348
H -2.591 1.254 0.519
H -3.198 1.880 2.047
H -1.692 2.650 3.779
H 0.526 2.442 4.838
H 2.419 1.496 3.540
H 2.074 0.757 1.233
F -0.291 -1.830 2.261
B -1.181 -1.607 1.308
F -2.367 -1.098 1.624

---

Molecular formula: C6H12N2O3S
Method: DFT, ωB97M-V with the def2-TZVPD basis set

E_HOMO, hartree: -0.338
SMILES: C[C@H](NC(=O)[C@@H](N)CS)C(=O)O
Gap between HOMO and LUMO, eV: 9.6
ΔE to the lowest compared entry with this formula, charge and spin, kcal per mole: 68.3
LUMO, eV: 0.398

Geometry (Å):
C 2.535 -1.380 -1.115
C 1.619 -0.529 -0.114
N 0.207 -0.392 -0.311
C -0.516 -0.209 0.812
O -0.304 -0.749 1.854
C -1.748 0.559 0.309
N -1.482 1.470 -0.759
C -2.707 -0.539 0.006
S -4.451 0.105 -0.011
C 2.357 0.808 0.160
O 1.755 1.888 0.054
O 3.558 0.534 0.790
H 2.882 -1.044 -2.162
H 3.512 -1.705 -0.556
H 2.195 -2.413 -1.160
H 1.585 -1.052 0.924
H 0.035 0.392 -1.029
H -1.838 1.079 1.367
H -2.420 1.732 -1.151
H -0.911 2.316 -0.487
H -2.528 -1.237 -0.795
H -2.725 -1.221 0.752
H -4.628 0.209 1.282
H 4.017 1.378 1.338

---

Molecular formula: C2H3N2O2
Method: DFT, ωB97M-V with the def2-TZVPD basis set

E_HOMO (spin up / spin down), hartree: -0.603 / -0.549
Gap between HOMO and LUMO (spin up / spin down), eV: 8.6 / 5.3
ΔE to the lowest compared entry with this formula, charge and spin, kcal per mole: 210.3
Total charge: +1
LUMO (spin up / spin down), eV: -7.811 / -9.650

Geometry (Å):
C 1.832 -1.105 -0.361
C -1.256 1.141 0.651
N 0.931 -1.798 -0.114
N -0.415 0.915 -0.308
O -2.087 1.855 0.036
O -0.021 -2.284 0.313
H 2.570 -0.448 -0.497
H -1.186 0.516 1.520
H -0.368 1.209 -1.240